{"formula": "C26H54O32S9", "method": "wB97M-V/def2-TZVPD", "multiplicity": 1, "smiles": "O=S1(=O)CCCC1.O=S1(=O)CCCC1.O=S1(=O)CCCC1.O=S1(=O)OCCO1.O=S1(=O)OCCO1.O=S1(=O)OCCO1.O=S1(=O)OCCO1.O=S1(=O)OCCO1.O=S1(=O)OCCO1.OCCO", "homo_energy_ha": -0.3444, "elements": ["O", "S", "O", "C", "C", "C", "C", "H", "H", "H", "H", "H", "H", "H", "H", "O", "S", "O", "C", "C", "C", "C", "H", "H", "H", "H", "H", "H", "H", "H", "O", "S", "O", "C", "C", "C", "C", "H", "H", "H", "H", "H", "H", "H", "H", "O", "S", "O", "O", "C", "C", "O", "H", "H", "H", "H", "O", "S", "O", "O", "C", "C", "O", "H", "H", "H", "H", "O", "S", "O", "O", "C", "C", "O", "H", "H", "H", "H", "O", "S", "O", "O", "C", "C", "O", "H", "H", "H", "H", "O", "S", "O", "O", "C", "C", "O", "H", "H", "H", "H", "O", "S", "O", "O", "C", "C", "O", "H", "H", "H", "H", "O", "C", "C", "O", "H", "H", "H", "H", "H", "H"], "coordinates": [[-1.803, 7.658, 0.245], [-2.383, 6.602, 1.052], [-3.044, 6.987, 2.295], [-3.371, 5.452, 0.007], [-2.785, 4.068, 0.205], [-1.272, 4.273, 0.416], [-1.147, 5.353, 1.520], [-3.114, 5.775, -1.004], [-4.421, 5.651, 0.207], [-3.191, 3.567, 1.087], [-2.935, 3.430, -0.665], [-0.810, 4.700, -0.477], [-0.798, 3.311, 0.574], [-0.168, 5.772, 1.717], [-1.642, 4.897, 2.379], [-3.839, -1.348, -0.838], [-4.334, -2.188, -1.915], [-5.663, -2.746, -1.825], [-4.240, -1.267, -3.493], [-2.966, -1.780, -4.107], [-2.841, -3.280, -3.802], [-3.032, -3.409, -2.277], [-4.198, -0.223, -3.184], [-5.169, -1.406, -4.042], [-2.927, -1.576, -5.180], [-2.101, -1.246, -3.702], [-1.983, -3.843, -4.155], [-3.733, -3.745, -4.244], [-2.061, -3.068, -1.923], [-3.352, -4.355, -1.854], [2.369, -0.617, 3.941], [2.478, -1.907, 3.278], [1.480, -2.351, 2.295], [4.196, -2.113, 2.702], [4.985, -2.508, 3.911], [4.120, -3.550, 4.646], [2.664, -3.107, 4.635], [4.432, -1.145, 2.260], [4.152, -2.848, 1.898], [6.014, -2.820, 3.744], [5.122, -1.638, 4.562], [4.460, -3.781, 5.656], [4.261, -4.515, 4.150], [2.350, -2.600, 5.544], [1.935, -3.875, 4.377], [5.414, -1.582, 0.929], [5.072, -0.999, -0.332], [5.473, 0.346, -0.637], [5.491, -1.989, -1.559], [4.393, -2.829, -1.933], [3.065, -2.184, -1.424], [3.469, -1.090, -0.615], [4.396, -2.775, -3.023], [4.615, -3.867, -1.689], [2.482, -2.916, -0.869], [2.536, -1.732, -2.253], [-2.908, 1.605, 3.388], [-1.499, 1.455, 3.627], [-0.619, 2.026, 2.645], [-1.194, 2.002, 5.096], [-1.050, 0.933, 6.054], [-0.470, -0.170, 5.213], [-1.060, -0.120, 3.899], [-0.499, 1.150, 6.968], [-2.077, 0.857, 6.435], [-0.814, -1.175, 5.475], [0.613, -0.138, 5.304], [-0.418, 0.400, -2.765], [-0.358, 1.248, -1.600], [-0.400, 2.654, -1.868], [-1.447, 0.784, -0.521], [-0.978, -0.381, 0.182], [0.566, -0.315, 0.115], [0.902, 0.825, -0.667], [-1.434, -0.388, 1.165], [-1.339, -1.250, -0.366], [0.994, -1.149, -0.439], [1.002, -0.204, 1.102], [-3.187, -4.967, 0.545], [-2.001, -4.297, 0.986], [-0.973, -3.944, 0.062], [-2.512, -2.978, 1.778], [-2.528, -3.177, 3.176], [-1.360, -4.140, 3.427], [-1.444, -5.039, 2.315], [-2.341, -2.234, 3.690], [-3.494, -3.513, 3.553], [-1.470, -4.710, 4.345], [-0.389, -3.644, 3.394], [-2.352, 5.265, -3.399], [-1.756, 4.574, -4.505], [-0.446, 4.954, -4.981], [-1.791, 2.974, -4.316], [-1.987, 2.324, -5.588], [-2.644, 3.407, -6.474], [-2.916, 4.514, -5.618], [-1.024, 2.048, -6.008], [-2.645, 1.483, -5.398], [-3.594, 3.124, -6.924], [-2.020, 3.747, -7.302], [2.684, 3.775, 4.401], [3.655, 3.672, 3.367], [4.979, 4.172, 3.588], [3.708, 2.119, 2.825], [2.748, 1.928, 1.795], [2.593, 3.251, 1.072], [2.996, 4.283, 1.978], [2.996, 1.122, 1.106], [1.811, 1.653, 2.285], [1.568, 3.414, 0.742], [3.299, 3.426, 0.256], [1.498, -1.286, -6.243], [0.910, -1.309, -4.936], [0.947, -2.709, -4.321], [0.465, -2.633, -2.982], [2.335, -0.832, -6.126], [1.519, -0.691, -4.269], [-0.081, -0.862, -4.975], [1.994, -3.031, -4.348], [0.323, -3.365, -4.935], [0.306, -3.539, -2.692]], "mulliken_charge": [-0.67, 1.14, -0.69, -0.71, -0.50, 1.08, -0.79, 0.21, 0.48, 0.32, 0.12, 0.40, -1.17, 0.61, 0.24, -0.49, 1.04, -0.73, -0.96, 0.60, -1.17, 0.19, 0.40, 0.38, 0.61, -0.67, 0.32, 0.43, -0.73, 0.74, -0.83, 1.50, -0.68, -0.29, -0.87, -0.78, -0.72, 0.15, 0.24, 0.41, 0.29, 0.42, 0.31, 0.39, 0.28, -0.62, 1.15, -0.59, -0.40, -0.45, 0.39, -0.09, 0.26, 0.35, 0.12, -0.22, -0.73, 1.05, -0.30, -0.36, -0.40, -0.12, -0.06, 0.34, 0.28, 0.36, -0.01, -0.24, 0.51, -0.50, -0.08, 1.17, 2.76, -0.50, -0.17, -1.33, -0.65, -0.96, -0.62, 1.21, -0.39, -0.28, 0.14, 0.13, -0.44, -0.14, 0.28, 0.41, -0.26, -0.48, 0.96, -0.59, 0.00, 0.00, -0.40, -0.35, 0.21, 0.08, 0.29, 0.28, -0.54, 1.08, -0.57, -0.33, 1.61, 0.44, -0.39, -0.77, -0.54, -0.29, 0.36, -0.62, -0.01, -0.32, -0.22, 0.39, 0.33, -0.14, 0.11, 0.47, 0.16]}

---

{"formula": "C26H55AlI2N3O15P2", "method": "wB97M-V/def2-TZVPD", "multiplicity": 1, "homo_energy_ha": -0.1705, "charge": -1, "elements": ["C", "C", "O", "O", "C", "C", "C", "C", "N", "N", "N", "O", "Al", "P", "O", "I", "O", "C", "C", "C", "C", "I", "P", "O", "O", "H", "H", "H", "H", "H", "H", "H", "H", "H", "H", "H", "H", "H", "H", "H", "H", "H", "H", "H", "H", "H", "H", "H", "O", "C", "O", "C", "C", "C", "H", "H", "H", "H", "H", "H", "H", "H", "O", "C", "O", "C", "C", "C", "H", "H", "H", "H", "H", "H", "H", "H", "O", "C", "O", "C", "C", "C", "H", "H", "H", "H", "H", "H", "H", "H", "O", "C", "O", "C", "C", "C", "H", "H", "H", "H", "H", "H", "H", "H"], "coordinates": [[0.386, 5.168, -0.392], [1.174, 3.910, -0.661], [2.287, 3.991, -1.015], [0.622, 2.711, -0.564], [-0.422, 2.562, 0.449], [-0.509, 1.106, 0.916], [-1.237, 0.401, -0.262], [-1.883, -0.975, 0.017], [-1.274, -1.689, 1.124], [-1.711, -1.860, -1.139], [-3.356, -0.867, 0.188], [-1.489, 1.198, 1.940], [-0.666, 0.936, 3.527], [-1.861, -0.143, 5.282], [-3.367, 0.625, 5.286], [-2.171, -2.525, 4.690], [0.613, -0.040, 2.691], [0.869, 0.506, 1.393], [1.554, -0.460, 0.446], [2.464, -1.479, 1.151], [1.971, -2.888, 0.842], [2.555, -3.569, -1.107], [2.271, 1.762, 1.723], [1.592, 3.017, 2.575], [3.163, 0.959, 2.881], [1.075, 5.992, -0.372], [-0.078, 5.139, 0.583], [-0.356, 5.303, -1.170], [-1.356, 2.862, -0.007], [-0.281, 3.224, 1.290], [-0.504, 0.272, -1.055], [-2.015, 1.026, -0.690], [-1.510, -1.290, 2.021], [-1.618, -2.642, 1.073], [-2.388, -1.630, -1.854], [-0.773, -1.800, -1.508], [-3.530, -0.857, 1.186], [-3.707, -1.777, -0.102], [-0.113, 2.208, 4.317], [-3.890, 0.143, 5.939], [2.120, 0.152, -0.253], [0.853, -1.016, -0.159], [3.449, -1.387, 0.712], [2.483, -1.373, 2.224], [2.432, -3.555, 1.557], [0.902, -2.981, 0.964], [2.148, 3.251, 3.328], [2.673, 1.084, 3.712], [7.349, 7.430, 0.932], [6.722, 6.871, 0.070], [5.890, 5.875, 0.397], [4.974, 5.265, -0.534], [5.647, 4.180, -1.344], [6.917, 7.224, -1.389], [4.499, 6.022, -1.159], [4.187, 4.825, 0.069], [6.460, 4.576, -1.955], [4.923, 3.696, -1.998], [6.079, 3.430, -0.681], [7.796, 6.700, -1.762], [7.084, 8.297, -1.461], [6.065, 6.991, -2.021], [-3.866, 1.270, -2.405], [-4.943, 1.685, -2.089], [-5.074, 2.330, -0.914], [-6.261, 3.002, -0.503], [-7.248, 2.049, 0.140], [-6.170, 1.426, -2.936], [-6.699, 3.559, -1.334], [-5.938, 3.740, 0.230], [-7.580, 1.282, -0.559], [-8.124, 2.591, 0.500], [-6.780, 1.536, 0.980], [-6.545, 0.428, -2.712], [-5.876, 1.469, -3.983], [-6.969, 2.151, -2.799], [3.067, -4.167, -4.869], [3.394, -3.072, -5.232], [3.195, -2.723, -6.524], [3.384, -1.398, -7.016], [4.832, -1.131, -7.371], [4.092, -2.108, -4.303], [2.986, -0.664, -6.314], [2.771, -1.332, -7.914], [5.480, -1.206, -6.498], [4.945, -0.133, -7.798], [5.183, -1.866, -8.096], [5.153, -2.355, -4.272], [3.668, -2.224, -3.307], [3.974, -1.062, -4.576], [-2.674, -6.053, 2.330], [-2.951, -6.858, 3.168], [-4.245, -7.221, 3.337], [-4.658, -8.287, 4.189], [-4.803, -7.831, 5.627], [-1.898, -7.415, 4.101], [-3.989, -9.144, 4.090], [-5.628, -8.604, 3.808], [-3.854, -7.488, 6.038], [-5.175, -8.645, 6.251], [-5.499, -6.995, 5.688], [-1.735, -6.703, 4.909], [-0.975, -7.532, 3.538], [-2.142, -8.389, 4.521]], "mulliken_charge": [-1.10, 0.80, -0.53, -0.33, -2.70, 2.14, -2.34, 0.49, 0.43, -0.74, -0.60, -0.66, 0.38, -0.03, -0.47, -0.13, -0.81, 1.67, -0.55, -0.68, -1.08, 0.00, 0.18, -0.40, -0.62, 0.36, 0.32, 0.28, 1.01, 0.57, 0.28, 0.67, -0.46, 0.31, 0.32, 0.26, 0.26, 0.34, -0.44, 0.30, 0.73, -0.42, 0.31, 0.43, 0.48, 0.30, 0.28, 0.31, -0.60, 0.70, -0.33, -0.03, -1.00, -0.87, 0.30, 0.03, 0.35, 0.30, 0.30, 0.24, 0.30, 0.31, -0.50, 0.89, -0.37, -0.43, -0.99, -1.26, 0.36, 0.34, 0.27, 0.38, 0.29, 0.27, 0.33, 0.38, -0.55, 0.72, -0.38, -0.42, -0.93, -0.20, 0.38, 0.30, 0.28, 0.34, 0.29, 0.22, -0.41, 0.28, -0.53, 0.71, -0.37, -0.42, -0.94, -0.90, 0.36, 0.31, 0.27, 0.34, 0.30, 0.24, 0.30, 0.33]}

---

In eV, the Kohn-Sham gap values for the records above are, in order, 9.01 6.79.